{
  "formula": "C7H14N2",
  "method": "the ωB97M-V functional and the def2-TZVPD basis",
  "symbols": ["H", "C", "C", "H", "C", "N", "H", "C", "H", "H", "N", "H", "H", "H", "H", "C", "H", "H", "C", "H", "C", "H", "H"],
  "positions_angstrom": [[-0.06044, -0.78821, -2.22194], [-0.93887, -0.76338, -1.57388], [0.05799, -2.33736, -0.02699], [-0.08997, 1.73291, 2.33815], [-0.66327, -1.13966, -0.09612], [0.88716, 1.80713, -1.32492], [0.70093, -2.58999, 0.80228], [0.16294, 0.41064, 0.61381], [1.85658, 1.60273, -1.13999], [-2.84807, -0.81656, -1.47808], [-2.07869, -0.71331, -2.14446], [1.75358, -0.37443, 1.86073], [-1.59786, 1.11687, 1.66818], [0.19991, -2.93760, -0.91404], [2.10329, -0.47520, 0.15582], [1.63734, 0.15268, 0.91603], [-1.63996, -1.12802, 0.40403], [-1.06789, 1.62627, -0.69742], [-0.56170, 0.85823, 1.88517], [2.21863, 1.07560, 0.98388], [-0.06562, 1.25533, -0.52432], [0.59359, 2.37387, -2.10532], [-0.55960, 0.05145, 2.61941]],
  "mulliken_charge": [0.49, -0.21, -1.15, 0.41, 0.25, -0.36, 0.36, 2.07, 0.17, 0.25, -0.81, 0.40, 0.42, 0.28, 0.52, -2.23, 0.26, 0.39, -1.78, 0.52, -0.93, 0.24, 0.42],
  "lumo_ev": [0.38, 0.71],
  "e_tot_ha": -384.4662,
  "orbital_gap_ev": [6.36, 7.92],
  "de_lowest_kj_mol": 435.1,
  "homo_ev": [-5.98, -7.21]
}